# 1
# C6H7N3O

The molecule C6H7N3O (wB97M-V/def2-TZVPD, OMol25).

Summary:
LUMO level (eV): -0.72
Energy above the lowest of the compared OMol25 structures with the same formula, charge and spin (kJ/mol): 390.9
2S+1: 1
Highest occupied orbital energy (eV): -8.6
Charge: 0

```
17
C6H7N3O | OMol25 | wB97M-V/def2-TZVPD
C -2.115 0.825 -0.305
C -0.753 0.237 -0.219
C 0.335 1.075 0.081
C 1.536 0.432 0.014
N 2.776 0.816 0.496
C 3.498 -0.200 0.202
C 2.796 -1.244 -0.472
N 1.630 -0.837 -0.685
N -0.592 -1.000 0.048
O -1.670 -1.812 0.018
H -2.385 1.583 0.427
H -2.796 -0.022 -0.480
H -2.211 1.304 -1.234
H 0.315 2.143 0.424
H 4.540 -0.277 0.514
H 3.176 -2.179 -0.680
H -1.345 -2.560 0.458
```

Here are the Mulliken charges for atoms 1 to 6, given in e: number 1, C, carries -1.2276; number 2, C, carries 0.9116; number 3, C, carries -0.5606; number 4, C, carries 0.3035; number 5, N, carries -0.6283; number 6, C, carries -0.0906

---

# 2
# C20H48Cl2GaN2O6S

A structure of composition C20H48Cl2GaN2O6S (wB97M-V/def2-TZVPD, OMol25).

Summary:
LUMO level (eV): 2.53
2S+1: 1
Highest occupied orbital energy (eV): -5.3
Charge: -1

```
80
C20H48Cl2GaN2O6S | OMol25 | wB97M-V/def2-TZVPD
C 4.831 -3.076 -3.068
C 3.781 -2.006 -3.355
C 4.322 -0.567 -3.188
O 3.910 0.034 -2.004
Ga 2.183 0.786 -1.856
C 2.414 2.746 -1.439
C 3.734 3.133 -0.762
C 3.666 2.931 0.759
S 4.101 4.357 1.702
O 3.825 4.102 3.088
O 5.363 4.892 1.298
O 3.038 5.450 1.184
C 1.210 0.550 -3.631
C -0.298 0.401 -3.612
C -0.788 -0.806 -2.820
Cl -1.037 1.931 -2.919
C 1.459 -0.257 -0.242
Cl 0.099 0.662 0.590
C 2.535 -0.583 0.784
C 2.133 -1.625 1.821
H 5.699 -2.945 -3.721
H 5.189 -2.989 -2.039
H 4.449 -4.089 -3.214
H 3.357 -2.158 -4.353
H 2.956 -2.115 -2.644
H 5.423 -0.616 -3.192
H 4.041 0.022 -4.078
H 2.299 3.310 -2.370
H 1.564 3.049 -0.814
H 4.005 4.171 -0.978
H 4.558 2.518 -1.131
H 2.657 2.673 1.093
H 4.335 2.155 1.136
H 2.148 5.172 1.433
H 1.601 -0.314 -4.185
H 1.464 1.433 -4.229
H -0.718 0.381 -4.621
H -1.687 -1.240 -3.261
H -0.004 -1.567 -2.812
H -1.010 -0.548 -1.786
H 0.968 -1.191 -0.531
H 2.825 0.338 1.299
H 3.417 -0.912 0.225
H 2.970 -1.889 2.474
H 1.785 -2.543 1.338
H 1.312 -1.263 2.441
C -1.099 -2.326 5.628
C -0.688 -1.113 4.800
C -0.451 0.157 5.620
O -1.626 0.745 6.159
C -2.027 0.256 7.417
N -1.646 -0.928 3.712
H -2.149 -2.262 5.918
H -0.981 -3.232 5.035
H -0.496 -2.418 6.535
H 0.278 -1.338 4.337
H -0.023 0.913 4.959
H 0.267 -0.038 6.428
H -1.162 0.062 8.062
H -2.611 -0.666 7.345
H -2.645 1.024 7.883
H -1.289 -0.237 3.056
H -2.500 -0.537 4.099
C -7.087 0.090 -2.610
C -5.621 0.415 -2.876
C -4.738 -0.809 -3.129
O -4.445 -1.583 -1.982
C -5.407 -2.550 -1.631
N -5.113 1.266 -1.802
H -7.225 -0.284 -1.594
H -7.690 0.993 -2.706
H -7.465 -0.661 -3.306
H -5.570 1.003 -3.800
H -3.772 -0.447 -3.487
H -5.173 -1.452 -3.908
H -5.830 -3.030 -2.522
H -6.230 -2.133 -1.044
H -4.901 -3.305 -1.031
H -4.182 1.594 -2.042
H -4.982 0.690 -0.975
```

Here are the Mulliken charges for atoms 1 to 6, given in e: number 1, C, carries -1.4702; number 2, C, carries 0.1751; number 3, C, carries -0.5793; number 4, O, carries -0.5298; number 5, Ga, carries -0.9133; number 6, C, carries -0.8667

---

# 3
# C46H113N7O8S2

A cluster of 9 separate species, C46H113N7O8S2 in total (wB97M-V/def2-TZVPD, OMol25).

Summary:
LUMO level (eV): 0.33
Energy above the lowest of the compared OMol25 structures with the same formula, charge and spin (kJ/mol): 504.9
2S+1: 1
Highest occupied orbital energy (eV): -8.0
Charge: 0

```
176
C46H113N7O8S2 | OMol25 | wB97M-V/def2-TZVPD
O 7.237 4.731 -3.538
S 6.063 4.581 -2.681
O 5.264 5.753 -2.406
O 4.984 3.364 -3.049
C 4.498 2.714 -1.907
C 5.390 2.959 -0.698
O 6.437 3.772 -1.255
H 3.457 3.031 -1.837
H 4.416 1.662 -2.178
H 5.951 2.122 -0.283
H 4.837 3.516 0.057
O -5.851 1.211 -2.789
S -5.775 -0.224 -2.349
O -5.675 -0.542 -0.916
O -6.890 -1.237 -3.072
C -6.528 -2.580 -2.916
C -5.018 -2.537 -3.266
O -4.631 -1.134 -3.211
H -6.728 -2.866 -1.884
H -7.122 -3.182 -3.604
H -4.908 -2.631 -4.346
H -4.516 -3.270 -2.634
C 1.815 -5.055 0.160
C 1.445 -6.234 1.175
N 2.571 -6.564 2.098
C 2.351 -7.932 2.529
C 3.019 -8.995 1.629
C 2.545 -5.517 3.190
C 3.825 -5.375 3.953
H 1.015 -4.845 -0.550
H 2.624 -5.410 -0.478
H 2.297 -4.215 0.660
H 0.590 -5.839 1.725
H 1.150 -7.125 0.621
H 2.807 -8.045 3.512
H 1.297 -8.206 2.589
H 2.586 -9.062 0.631
H 3.994 -8.580 1.373
H 3.179 -9.951 2.127
H 1.747 -5.807 3.874
H 2.266 -4.581 2.705
H 3.781 -4.696 4.804
H 4.579 -5.015 3.252
H 4.220 -6.314 4.341
C 7.465 -0.896 3.709
C 6.618 -1.880 2.823
N 6.439 -1.240 1.525
C 5.315 -1.783 0.806
C 4.087 -0.993 1.247
C 7.636 -1.180 0.655
C 8.146 -2.422 0.035
H 8.477 -1.179 3.420
H 7.420 -1.210 4.752
H 7.317 0.141 3.409
H 7.210 -2.787 2.697
H 5.703 -1.989 3.406
H 5.488 -1.763 -0.270
H 5.188 -2.816 1.129
H 3.207 -1.102 0.612
H 3.804 -1.079 2.296
H 4.253 0.060 1.020
H 8.476 -0.697 1.154
H 7.399 -0.489 -0.154
H 8.817 -3.003 0.667
H 8.671 -2.152 -0.881
H 7.337 -3.102 -0.234
C 1.016 7.611 -5.676
C 1.604 7.022 -4.413
N 0.783 5.853 -4.038
C 0.757 4.787 -5.018
C -0.312 3.723 -4.529
C 1.170 5.392 -2.683
C 0.180 5.909 -1.583
H 1.441 8.589 -5.898
H -0.067 7.684 -5.784
H 1.371 7.084 -6.561
H 2.676 6.824 -4.435
H 1.444 7.702 -3.576
H 0.333 5.238 -5.915
H 1.768 4.395 -5.128
H -1.114 3.924 -5.239
H 0.071 2.735 -4.786
H -0.866 3.696 -3.590
H 2.082 5.885 -2.344
H 1.148 4.307 -2.586
H -0.856 5.719 -1.864
H 0.210 6.996 -1.506
H 0.420 5.450 -0.624
C -0.964 -2.416 0.967
C -1.402 -1.323 0.053
N -0.438 -0.892 -0.938
C 0.884 -0.608 -0.358
C 1.916 -0.371 -1.473
C -1.147 0.018 -1.931
C -1.173 1.460 -1.294
H -0.277 -2.134 1.765
H -0.579 -3.320 0.495
H -1.803 -2.904 1.463
H -2.330 -1.524 -0.483
H -1.650 -0.446 0.651
H 1.161 -1.459 0.265
H 0.941 0.313 0.222
H 1.617 0.521 -2.024
H 1.974 -1.240 -2.128
H 2.925 -0.280 -1.071
H -0.609 -0.041 -2.877
H -2.142 -0.385 -2.119
H -1.862 2.102 -1.843
H -1.543 1.531 -0.272
H -0.159 1.860 -1.337
C -3.142 -1.746 4.076
C -3.953 -3.020 4.371
N -3.821 -3.448 5.819
C -2.562 -3.946 6.208
C -1.911 -4.935 5.280
C -4.344 -2.389 6.762
C -4.429 -2.880 8.219
H -3.734 -0.852 4.270
H -2.787 -1.728 3.046
H -2.188 -1.752 4.603
H -5.017 -2.950 4.146
H -3.716 -3.899 3.772
H -2.017 -3.010 6.333
H -2.653 -4.630 7.052
H -1.798 -4.632 4.240
H -0.900 -5.204 5.587
H -2.352 -5.929 5.358
H -5.312 -2.041 6.401
H -3.670 -1.533 6.757
H -5.112 -2.248 8.787
H -3.413 -2.761 8.595
H -4.615 -3.953 8.264
C -4.286 2.800 3.803
C -3.305 3.706 4.441
N -2.261 2.966 5.139
C -0.971 3.031 4.591
C -0.888 2.184 3.316
C -2.091 3.279 6.609
C -3.251 2.762 7.401
H -3.891 1.812 3.567
H -4.618 3.151 2.826
H -5.060 2.622 4.549
H -2.800 4.126 3.571
H -3.747 4.507 5.035
H -0.762 4.069 4.331
H -0.081 2.751 5.154
H 0.119 2.094 2.909
H -1.203 1.168 3.552
H -1.447 2.506 2.438
H -1.990 4.358 6.733
H -1.200 2.900 7.111
H -4.190 2.917 6.870
H -3.278 3.453 8.244
H -3.256 1.702 7.654
C -2.887 4.418 -8.520
C -3.722 3.187 -8.494
N -3.283 2.222 -7.485
C -3.812 2.561 -6.139
C -3.117 1.820 -5.020
C -3.836 0.933 -7.780
C -3.308 0.142 -9.001
H -3.011 4.913 -9.483
H -1.832 4.323 -8.264
H -3.179 5.226 -7.850
H -4.807 3.204 -8.394
H -3.524 2.635 -9.413
H -3.738 3.634 -5.965
H -4.876 2.331 -6.204
H -3.377 0.773 -4.861
H -2.036 1.894 -5.135
H -3.285 2.396 -4.110
H -4.926 0.899 -7.775
H -3.583 0.346 -6.897
H -3.520 0.429 -10.031
H -3.837 -0.810 -9.060
H -2.263 -0.124 -8.845
```

Here are the Mulliken charges for atoms 1 to 6, given in e: number 1, O, carries -0.5295; number 2, S, carries 1.0715; number 3, O, carries -0.5017; number 4, O, carries -0.4065; number 5, C, carries 0.2421; number 6, C, carries 0.0907

---

# 4
# C9H14S

A cluster of 2 separate species, C9H14S in total (wB97M-V/def2-TZVPD, OMol25).

Summary:
LUMO level (alpha / beta) (eV): -4.26 / -8.16
Energy above the lowest of the compared OMol25 structures with the same formula, charge and spin (kJ/mol): 65.3
2S+1: 2
Highest occupied orbital energy (alpha / beta) (eV): -11.8 / -11.7
Charge: +1

```
24
C9H14S | OMol25 | wB97M-V/def2-TZVPD
C -0.102 -0.352 -3.534
C 1.207 0.291 -3.835
S -0.027 -1.565 -2.216
H -0.821 0.394 -3.265
H -0.507 -0.792 -4.429
H 1.062 1.045 -4.605
H -1.347 -1.662 -2.022
H 1.921 -0.476 -4.151
H 1.660 0.683 -2.932
C -0.773 2.052 1.125
C 1.234 -0.490 3.026
C 0.859 0.695 2.442
C 0.436 -1.641 2.803
C -0.367 0.779 1.723
C -0.858 -1.548 2.244
C -1.216 -0.362 1.660
H 2.178 -0.607 3.539
H 1.296 1.607 2.673
H 0.682 -2.598 3.237
H -1.509 -2.375 2.301
H -1.591 2.527 1.651
H -1.193 1.961 0.133
H -2.258 -0.309 1.371
H 0.034 2.743 1.061
```

Here are the Mulliken charges for atoms 1 to 6, given in e: number 1, C, carries -0.3039; number 2, C, carries -1.1529; number 3, S, carries -0.2542; number 4, H, carries 0.2990; number 5, H, carries 0.3627; number 6, H, carries 0.3184

---

# 5
# C3H10N2O3

A cluster of 2 separate species, C3H10N2O3 in total (wB97M-V/def2-TZVPD, OMol25).

Summary:
LUMO level (alpha / beta) (eV): -3.57 / -9.13
Energy above the lowest of the compared OMol25 structures with the same formula, charge and spin (kJ/mol): 169.8
2S+1: 2
Highest occupied orbital energy (alpha / beta) (eV): -15.1 / -14.2
Charge: +1

```
18
C3H10N2O3 | OMol25 | wB97M-V/def2-TZVPD
O -1.625 -0.981 -1.108
C -0.971 -0.105 -0.606
N -0.416 -0.343 0.655
C 0.549 0.476 1.302
O 1.563 -0.327 1.885
C -0.721 1.205 -1.371
N 0.426 1.972 -1.149
H -0.483 -1.305 1.011
H 1.102 1.265 0.784
H 0.080 0.888 2.244
H 1.226 -1.208 2.162
H -0.819 0.791 -2.411
H -1.591 1.871 -1.305
H 1.305 1.476 -1.181
H 0.519 2.942 -1.429
H 0.464 -2.385 -0.114
H -0.724 -3.236 0.100
O 0.116 -2.996 0.532
```

Here are the Mulliken charges for atoms 1 to 6, given in e: number 1, O, carries -0.4651; number 2, C, carries 0.3415; number 3, N, carries -0.1935; number 4, C, carries -0.2343; number 5, O, carries -0.5089; number 6, C, carries -0.2871

---

# 6
# C2H5NO

A structure of composition C2H5NO (wB97M-V/def2-TZVPD, OMol25).

Summary:
LUMO level (eV): 0.77
Energy above the lowest of the compared OMol25 structures with the same formula, charge and spin (kJ/mol): 476.2
2S+1: 1
Highest occupied orbital energy (eV): -9.4
Charge: 0

```
9
C2H5NO | OMol25 | wB97M-V/def2-TZVPD
C 0.272 0.974 -0.012
C -2.702 -0.176 -0.772
N -0.027 -0.049 0.491
O -3.352 -0.134 0.351
H 0.897 1.671 -0.497
H -2.658 -1.120 -1.191
H -3.426 0.567 -1.437
H -1.689 0.019 -0.472
H -4.108 -1.045 0.019
```

Here are the Mulliken charges for atoms 1 to 6, given in e: number 1, C, carries 0.0624; number 2, C, carries -0.1648; number 3, N, carries -0.3817; number 4, O, carries -0.4676; number 5, H, carries 0.2834; number 6, H, carries 0.2880

---

Look up the 2S+1 of the fourth one.
2